No. 1
This record from OMol25 describes 2 unconnected molecules or ions with the total composition C4H6FNO at a distorted geometry. The level of theory is ωB97M-V with the def2-TZVPD basis set.

Calculated values
Charge = 0
HOMO level (alpha / beta) = -7.06 / -8.51 eV
Frontier orbital gap (alpha / beta) = 0.2721 / 0.3329 Ha
LUMO level (alpha / beta) = 0.349 / 0.549 eV
Maximum force = 0.1169 hartree/bohr

Geometry as XYZ:
```
13
Properties=species:S:1:pos:R:3:forces:R:3
C 0.0151 0.7794 -0.7353 -5.2060 1.3085 -2.7039
C 2.2815 0.8543 -0.1439 0.1033 -0.5679 -0.1401
C -0.5703 1.0093 0.5587 -1.8196 -0.1153 0.8470
C 1.4870 -1.7326 0.1724 -2.8022 1.0305 2.7267
N 1.2819 0.7729 -0.8062 3.6861 0.5194 -1.3816
O 3.3187 0.8770 0.3855 0.7517 0.2777 0.4117
F 0.1970 -1.5457 -0.1997 0.6256 -1.1119 -0.8214
H -0.6470 1.0785 -1.6525 1.6694 -0.9766 1.4611
H -1.5101 0.4292 0.7395 0.5436 0.7730 -0.2317
H -0.7099 2.0908 0.6711 -0.3529 -0.0842 0.3971
H 0.1374 0.6742 1.2738 0.5543 -0.1820 1.1041
H 1.5452 -1.2815 1.1478 0.9108 -0.3016 0.1987
H 2.2424 -1.9806 -0.4692 1.3357 -0.5697 -1.8677
```
Positions in Å, forces in eV/Å.

Results of the natural (NBO) charge analysis, in e, for atoms 1 through 6:
1. C 0.056
2. C 0.825
3. C -0.667
4. C 0.030
5. N -0.527
6. O -0.508

No. 2
This record from OMol25 describes a single C7H15B molecule at a distorted geometry. The level of theory is ωB97M-V with the def2-TZVPD basis set.

Calculated values
Charge = 0
HOMO level = -8.91 eV
Frontier orbital gap = 0.3149 Ha
LUMO level = -0.346 eV
Maximum force = 0.0854 hartree/bohr

Geometry as XYZ:
```
23
Properties=species:S:1:pos:R:3:forces:R:3
B 0.7159 0.7529 0.4279 2.1412 -0.7573 1.5185
C -0.3275 -0.2973 0.1376 -0.5177 1.0695 -0.3590
C -1.1911 -1.0373 -0.4406 0.0602 -2.7955 0.9902
C 2.0116 0.5219 -0.5209 -1.0127 -0.4979 -4.2466
C 1.2589 0.9057 2.0245 0.9049 -1.5416 -1.9043
C -0.0797 2.0835 0.0355 -0.3890 0.8557 2.6427
C -2.3892 -0.7715 -1.2705 0.5473 -1.5839 -2.2799
C -0.7724 -2.5662 -0.1140 0.9912 1.7963 -0.5200
H 1.9648 -0.4525 -1.1647 -0.1096 1.5360 0.8706
H 2.8307 0.3508 0.0603 2.4457 -0.3612 1.7774
H 2.3601 1.3238 -1.2905 -0.9516 -1.0048 1.2893
H 0.4543 0.6559 2.6747 -0.7267 0.4923 0.9561
H 1.7100 1.9558 2.1662 -0.3158 -2.0131 0.1345
H 1.9184 -0.0758 2.0870 -0.4235 2.5003 0.3524
H -0.5419 2.1168 -0.8772 -1.0041 0.2008 -2.5342
H 0.8399 2.7041 0.0354 -0.9382 0.2088 0.0510
H -0.8484 2.3702 0.8146 1.0654 -0.0116 -0.7185
H -3.2785 -1.5038 -1.1826 1.6219 1.2825 0.1234
H -2.6062 0.2330 -1.0782 -1.1904 1.4454 0.0770
H -1.9760 -0.7906 -2.3595 -1.0555 -0.1676 1.5813
H -1.5877 -2.9518 0.5249 0.6375 -0.1303 -0.3813
H 0.2477 -2.4796 0.4640 -1.9526 -0.8523 -1.2355
H -0.7137 -3.0482 -1.1538 0.1719 0.3293 1.8149
```
Positions in Å, forces in eV/Å.

Results of the natural (NBO) charge analysis, in e, for atoms 1 through 6:
1. B 0.028
2. C 0.397
3. C -0.196
4. C -0.811
5. C -0.797
6. C -0.722

No. 3
This record from OMol25 describes 15 unconnected molecules or ions with the total composition C32H98N4O20 at a distorted geometry. The level of theory is ωB97M-V with the def2-TZVPD basis set.

Calculated values
Charge = 0
HOMO level = -9.17 eV
Frontier orbital gap = 0.3351 Ha
LUMO level = -0.056 eV
Maximum force = 0.0679 hartree/bohr

Geometry as XYZ:
```
154
Properties=species:S:1:pos:R:3:forces:R:3
C 19.8319 14.8739 -11.9733 0.3424 1.4389 0.3310
O 19.7276 13.6254 -12.5149 0.6603 -1.6159 -0.5837
H 19.9155 14.8849 -10.8866 -0.7332 -0.1087 0.3952
H 20.7724 15.3640 -12.2253 0.0962 -0.0090 -0.6914
H 18.9965 15.4485 -12.3735 0.0613 0.7293 0.5415
H 18.7899 13.4545 -12.6292 -0.2515 -0.4289 0.0301
C 12.4212 19.8143 -10.7313 -0.9573 -1.1858 -0.0968
O 13.5031 19.4557 -9.8814 1.0636 0.2022 -0.5154
H 12.4456 19.4657 -11.7638 1.0052 0.2080 -0.2308
H 11.6512 19.1365 -10.3629 -1.2193 1.1125 0.1060
H 12.2526 20.8908 -10.7603 -0.1972 -0.2766 0.5273
H 13.3521 18.5343 -9.6584 0.2498 0.0086 0.1490
C 9.7591 16.8290 -13.0103 -1.1334 0.2458 -0.6438
O 10.3361 15.8568 -12.1530 0.6796 0.4176 0.1517
H 10.1951 16.7493 -14.0061 -0.1119 -0.5004 0.0167
H 8.6833 16.6537 -13.0084 -0.1313 -0.1208 -0.6080
H 9.8268 17.8978 -12.8071 0.7154 0.0184 0.9783
H 9.8662 15.8569 -11.3159 -0.0065 -0.0034 0.0181
C 10.2709 18.8466 -16.0039 0.5233 0.7858 -1.6207
O 11.2951 19.2048 -15.1256 0.2108 0.3379 1.5102
H 9.2685 18.9405 -15.5861 0.0453 -0.1063 0.0751
H 10.4613 19.5728 -16.7941 -1.1255 0.0465 -0.5458
H 10.4880 17.8819 -16.4624 -0.3501 -0.2810 0.2930
H 11.8298 18.4173 -15.0008 0.0892 -0.5039 -0.1709
C 18.1012 13.6377 -17.0792 0.9889 1.1350 0.2484
O 19.0141 12.7504 -16.5079 -0.8737 -2.0567 0.0180
H 17.9556 14.4385 -16.3542 -0.3394 0.5034 -0.1242
H 18.6125 14.0443 -17.9518 -0.6235 0.4125 -0.4793
H 17.1151 13.2535 -17.3403 0.3263 -0.6452 0.0551
H 19.8143 13.2396 -16.3034 0.0575 0.6562 0.4297
C 16.3438 12.8414 -13.7893 -1.1104 0.1836 -1.3577
O 17.0006 13.0843 -12.5907 0.7943 -0.0459 0.4234
H 16.9698 12.6645 -14.6639 0.8321 -0.2423 0.5573
H 15.6523 12.0012 -13.7258 -0.0857 -0.0624 0.1145
H 15.7943 13.7299 -14.1003 -0.4168 0.1701 0.0670
H 16.3917 12.9312 -11.8645 -0.1105 -0.0376 0.0626
C 14.6428 16.0560 -20.0603 -0.1791 -1.1457 0.4166
C 13.1275 16.1868 -19.9091 -0.5038 0.0321 -1.1464
C 12.2820 15.1229 -20.6454 -0.6603 0.4811 -1.7563
O 10.8521 15.2752 -20.4679 -0.7649 -0.3021 0.2665
C 10.0119 14.3802 -21.2674 0.7817 -0.1220 0.4844
N 12.7212 16.1438 -18.5129 0.0529 0.5802 -0.8403
H 14.8406 15.1349 -19.5122 0.7518 -0.0604 0.1664
H 15.1783 16.8925 -19.6113 -0.2383 -0.0580 0.2563
H 15.0712 15.9225 -21.0537 -0.5694 0.0339 -0.2402
H 12.9033 17.1724 -20.3169 -0.6062 0.0913 -0.0348
H 12.6106 14.1219 -20.3656 0.0371 -0.2295 0.0507
H 12.3351 15.2802 -21.7227 0.9971 -0.3759 -0.2806
H 10.0301 13.3605 -20.8827 0.4415 -0.1345 0.1701
H 10.2776 14.3339 -22.3235 0.5031 0.2603 -0.0483
H 8.9477 14.6159 -21.2648 0.2385 0.8898 0.5303
H 12.7872 15.1910 -18.1843 0.1269 -0.2815 0.5320
H 11.7249 16.2799 -18.6075 -0.5394 0.0761 0.6351
C 14.2061 12.8472 -16.9482 -0.1727 -0.0927 -0.0317
C 12.6914 12.7116 -17.2071 -0.3263 0.0224 2.3603
C 12.0642 11.3934 -16.5402 1.0163 -0.0990 -0.5930
O 10.8041 11.0953 -17.0721 -1.9459 0.0223 -0.4481
C 10.1850 9.8651 -16.6705 1.2547 -1.2741 -0.2726
N 11.9865 13.9090 -16.6022 0.3487 -1.3372 -2.0033
H 14.5222 13.8904 -16.9441 -0.2951 0.2358 -0.0973
H 14.8179 12.3709 -17.7143 -0.1014 -0.3247 0.0855
H 14.4982 12.4708 -15.9678 -0.0541 -0.2478 0.0511
H 12.5191 12.7042 -18.2834 -0.2993 -0.1031 0.0341
H 11.9293 11.4397 -15.4596 0.4505 0.7017 0.3150
H 12.7572 10.5689 -16.7078 0.1981 -0.3482 -0.2440
H 10.2773 9.5471 -15.6320 0.4209 0.7707 0.4613
H 10.6622 9.0533 -17.2195 0.4373 -0.1593 -0.1333
H 9.1398 9.6406 -16.8831 -0.2492 1.5390 -0.4407
H 11.0428 13.5940 -16.7761 -0.7413 0.6796 0.4158
H 12.1203 13.9363 -15.6015 -0.0263 -0.3449 0.2045
C 13.3883 17.6532 -13.4954 -0.2745 0.9517 0.0723
C 13.7665 17.5182 -14.9928 -0.0025 0.1668 1.6193
C 15.1607 16.9670 -15.0873 1.0355 0.2649 -1.9118
O 16.0878 17.9936 -14.8497 0.4158 1.0641 1.3932
C 17.4199 17.5545 -14.6738 0.0622 -0.0994 -0.5133
N 12.7632 16.8225 -15.7361 -0.8844 -0.4689 0.5824
H 12.4488 18.1944 -13.3828 -0.4062 -0.6016 -0.0258
H 14.0088 18.3534 -12.9360 0.8424 -0.1663 -0.3704
H 13.3665 16.7358 -12.9073 -0.1309 -0.2818 -0.3538
H 13.7245 18.5138 -15.4345 0.7926 0.2564 0.1239
H 15.3928 16.7484 -16.1296 -0.5422 -0.7650 -0.4908
H 15.3986 16.0625 -14.5276 -0.3727 -0.0531 0.5564
H 17.6747 17.3111 -13.6424 -0.2159 -0.1341 0.1347
H 18.0959 18.3458 -14.9978 -0.0581 0.0350 0.0119
H 17.5733 16.6876 -15.3164 0.3217 -0.2023 -0.0056
H 12.5102 15.9053 -15.3973 0.2411 -0.0346 0.1021
H 12.9447 16.7695 -16.7283 0.1392 0.0235 -0.0343
C 22.1137 13.6360 -17.4360 -0.9792 2.5161 -0.8138
C 21.8571 15.0274 -16.6217 -0.5248 -2.7868 -0.3158
C 21.1204 16.1571 -17.4034 0.9271 0.2352 0.2480
O 21.0162 17.3400 -16.5651 0.1737 -1.3251 -0.5797
C 20.6752 18.5341 -17.2225 -0.7844 0.5741 0.1786
N 20.9095 14.6500 -15.5393 0.5970 1.2462 -0.5417
H 22.6119 12.7874 -16.9672 0.2513 0.6066 0.4463
H 22.5884 13.9294 -18.3723 0.5170 -0.3521 -0.0088
H 21.1398 13.2708 -17.7621 -0.1317 -0.0503 0.1073
H 22.8121 15.3682 -16.2216 0.0476 0.3308 -0.1303
H 20.1239 15.8284 -17.6984 -0.1061 -0.1141 0.0310
H 21.6834 16.4300 -18.2959 0.1186 -0.0575 -0.2001
H 19.7357 18.5798 -17.7732 -0.6281 -0.9376 0.1021
H 21.3482 18.8907 -18.0022 0.8928 -0.0896 0.4225
H 20.5063 19.2373 -16.4069 0.5248 0.3315 -0.2248
H 21.3094 14.0423 -14.8386 0.2739 -0.0591 0.1600
H 20.8360 15.5739 -15.1380 -0.9205 -0.0467 1.0821
C 13.2713 21.1076 -18.5839 1.3153 -0.2849 1.1083
C 13.2126 19.6664 -19.0998 0.4204 0.3926 -0.7092
O 13.8037 18.7169 -18.2056 -0.1306 1.5035 0.3547
O 12.6056 21.2582 -17.3677 -1.3958 0.0908 0.7648
H 12.9566 21.9489 -19.2013 -0.3769 -0.6647 -0.6590
H 14.2976 21.3582 -18.3155 0.6861 -0.2805 -0.6139
H 13.8057 19.6103 -20.0126 -0.1822 0.2249 -0.4567
H 12.1842 19.3783 -19.3174 -0.2123 0.0628 -0.0152
H 13.4413 17.8650 -18.4598 -0.1228 -0.5729 0.4597
H 12.6699 20.4336 -16.8804 0.0646 -0.2026 0.2922
C 16.1932 21.7844 -14.9804 0.1149 0.7246 -1.2275
C 14.9476 21.7583 -14.1570 -0.1340 1.7541 0.8126
O 15.3241 22.2795 -12.8625 -0.7957 -0.4845 -0.4628
O 17.0390 20.7299 -14.6640 0.9889 -0.8106 0.5612
H 16.7301 22.7146 -14.7944 -0.0421 -0.0121 0.3770
H 16.0716 21.7948 -16.0636 -0.7106 -0.1233 -0.2921
H 14.4362 20.7959 -14.1389 0.2636 -0.3667 0.2451
H 14.2024 22.4760 -14.5001 0.0564 0.0304 -0.4087
H 15.7697 21.5599 -12.4095 0.1421 -0.2883 0.3729
H 16.5681 19.9234 -14.8860 -0.2019 -0.4658 -0.0401
C 12.8858 13.7441 -12.8131 -0.6514 -1.0359 0.6790
C 12.6974 12.2816 -12.2175 1.6429 1.3904 -0.1204
O 13.8809 12.0605 -11.3886 -0.2974 0.4963 -0.5846
O 11.8433 14.0703 -13.7448 0.9883 -0.4705 0.3807
H 13.8541 13.8172 -13.3083 -0.1457 -0.2243 -0.2004
H 12.9440 14.4273 -11.9658 -0.3128 0.2230 -0.0241
H 12.7401 11.6017 -13.0685 -0.4495 -0.2881 0.1743
H 11.7949 12.2206 -11.6093 -0.0934 -0.1148 -0.2887
H 13.7514 11.4127 -10.6922 -0.3758 -0.0716 -0.1656
H 11.1669 14.5958 -13.3112 -0.2065 0.2229 0.5329
C 18.0367 19.8554 -10.9141 1.3910 -0.4548 -2.1779
C 16.8317 19.0438 -11.0785 -1.4272 -0.1698 1.4776
O 15.8032 19.8768 -11.6084 0.2403 -0.4950 -0.2969
O 18.5535 20.0277 -12.2593 0.9477 0.4210 1.0795
H 18.7977 19.2797 -10.3873 0.0855 0.1081 0.1449
H 17.8418 20.7881 -10.3848 -0.0583 0.1339 -0.1565
H 16.5568 18.7220 -10.0741 -0.4239 -0.2447 0.2038
H 16.9761 18.1438 -11.6762 0.2130 0.1022 -0.2197
H 14.9969 19.6353 -11.1468 -0.4809 0.1851 0.2748
H 17.8474 20.0881 -12.9069 -0.4132 0.4487 -0.1535
C 9.3340 22.8711 -14.0235 2.7990 1.8304 -0.9976
C 10.3903 22.0936 -13.3357 0.3114 -1.0426 1.0679
O 9.9768 20.7574 -13.0444 -0.4188 -0.2191 0.3094
O 8.3085 23.2102 -13.1834 -1.8484 -0.9322 0.4846
H 9.2121 22.4755 -15.0318 -1.1636 -0.2265 -0.0435
H 9.8050 23.8474 -14.1376 0.3705 0.1639 -0.7605
H 10.4944 22.5626 -12.3572 0.5277 0.1955 0.0610
H 11.3407 22.0388 -13.8667 -0.0108 0.4289 -0.1313
H 10.4915 20.1585 -13.5903 0.1368 -0.2322 -0.4737
H 8.0735 22.3812 -12.7601 -0.5842 -0.0897 0.3522
```
Positions in Å, forces in eV/Å.

Results of the Mulliken charge analysis, in e, for atoms 1 through 6:
1. C -0.369
2. O -0.577
3. H 0.283
4. H 0.283
5. H -0.034
6. H 0.483

No. 4
This record from OMol25 describes a molecular structure, C8H27BrCuN9O5 at a distorted geometry. The level of theory is ωB97M-V with the def2-TZVPD basis set.

Calculated values
Charge = +1
HOMO level (alpha / beta) = -10.65 / -10.58 eV
Frontier orbital gap (alpha / beta) = 0.3174 / 0.2627 Ha
LUMO level (alpha / beta) = -2.016 / -3.427 eV
Spin multiplicity = 2
Maximum force = 0.0230 hartree/bohr

Geometry as XYZ:
```
51
Properties=species:S:1:pos:R:3:forces:R:3
Cu 0.1528 -0.6945 0.4030 0.1227 -0.6201 0.4600
Br -0.0347 -2.7120 1.9959 0.1286 0.8380 -0.8227
C -3.2349 -1.0729 0.0550 0.3714 -0.0087 -0.0707
O -2.1033 -0.7863 0.4330 -0.0752 0.4257 -0.0663
N -3.9060 -2.1377 0.5549 0.2470 0.3202 -0.1846
N -3.8796 -0.3238 -0.9011 0.0550 -0.5458 0.6006
H -4.8719 -2.2974 0.3416 -0.0280 -0.1573 0.1668
H -3.4167 -2.6648 1.2595 -0.1360 -0.0878 0.0491
H -4.6936 -0.7181 -1.3360 -0.0150 0.3135 -0.3075
H -3.3018 0.3556 -1.3580 -0.2066 0.0581 -0.2178
C 3.2412 -1.5442 -0.8236 0.3372 -0.0006 -0.0625
O 2.1317 -1.3523 -0.3475 -0.0897 -0.0498 -0.1616
N 4.3088 -1.8470 -0.0411 0.0901 -0.0177 0.2196
N 3.4869 -1.4430 -2.1644 -0.1290 0.0001 0.5177
H 4.1375 -1.9838 0.9388 -0.1356 0.0023 -0.0158
H 5.2188 -2.0940 -0.3836 -0.0633 0.0215 -0.1774
H 4.3892 -1.6546 -2.5455 -0.0777 0.0121 -0.2272
H 2.6870 -1.2789 -2.7463 0.1100 -0.0464 -0.1908
C 2.0066 0.9111 2.6992 -0.1092 0.0268 0.7236
O 1.3929 0.2897 1.8494 0.0377 0.1670 -0.5960
N 2.6720 0.2589 3.7015 -0.0590 0.1919 -0.3594
N 2.0509 2.2751 2.7970 0.4486 -0.6281 0.2518
H 3.3094 0.7434 4.3069 0.0232 -0.1492 0.0329
H 2.7142 -0.7422 3.6301 -0.0479 -0.0399 0.0816
H 1.5502 2.8715 2.1726 -0.1834 -0.0376 -0.0305
H 2.5103 2.6519 3.6066 -0.1516 0.3757 -0.1666
C -0.7302 -2.4847 -2.3481 0.4412 -0.2987 0.1180
O -0.4868 -1.5080 -1.6378 -0.2442 0.2171 -0.3708
N -1.7729 -2.4923 -3.2215 -0.0193 0.1802 0.2377
N 0.0534 -3.5880 -2.3306 0.0108 -0.2606 -0.2395
H -1.9507 -3.2267 -3.8803 0.0805 -0.0236 -0.0063
H -2.3106 -1.6475 -3.2702 -0.1053 -0.0538 -0.0369
H 0.8658 -3.6167 -1.7406 -0.1613 0.1854 0.3013
H -0.2148 -4.4448 -2.7800 -0.0437 0.0426 -0.0308
C 0.0373 3.4519 -1.4826 -0.0795 -0.0066 0.6391
C 0.1053 2.3834 -0.3718 0.1534 0.1652 -0.7389
C -1.1516 2.4356 0.4675 -0.4058 -0.7867 -0.2465
O -1.0474 1.5827 1.5745 0.6718 0.4693 0.1235
C -1.8828 1.9129 2.6544 -0.8778 -0.5906 0.1957
N 0.2922 1.0270 -0.9599 -1.0604 0.3786 0.1166
H -0.3762 4.3664 -1.0520 0.2229 0.1258 -0.1496
H -0.6166 3.1801 -2.3120 0.0125 -0.2055 0.0144
H 1.0403 3.6520 -1.8550 -0.0535 0.0799 -0.1703
H 0.9983 2.5795 0.2211 -0.1188 -0.0136 0.1950
H -1.9806 2.0557 -0.1597 -0.0593 0.3524 -0.0571
H -1.3807 3.4692 0.7406 0.0619 -0.0001 0.1836
H -1.9578 2.9934 2.7900 0.1381 0.0347 0.1660
H -1.5268 1.4054 3.5505 0.3847 0.2437 -0.0485
H -2.8992 1.5077 2.5272 0.0592 0.2120 -0.3092
H 0.9419 1.1519 -1.7345 0.5461 -0.5439 0.4262
H -0.5668 0.8447 -1.4870 -0.0183 -0.2671 0.2409
```
Positions in Å, forces in eV/Å.

Results of the natural (NBO) charge analysis, in e, for atoms 1 through 6:
1. Cu 1.464
2. Br -0.683
3. C 0.801
4. O -0.724
5. N -0.827
6. N -0.844

Question: What is the formula in the third record?
Answer: C32H98N4O20

Question: Among the records above, which one has the lowest maximum force?
Answer: C8H27BrCuN9O5

Question: The lowest maximum force belongs to which entry?
Answer: C8H27BrCuN9O5

Question: The highest charge belongs to which entry?
Answer: C8H27BrCuN9O5